The following is a quantum chemistry calculation of a molecular structure, C75H172AsF6N7O3P3, from OMol25.

Properties
HOMO-LUMO gap (alpha / beta): 4.22 / 9.44 eV

ORCA input file:
```
! wB97M-V def2-TZVPD RIJCOSX def2/J DEFGRID3
* xyz 6 2
H -3.661 -0.900 -0.131
H -9.953 -1.691 1.605
C -0.446 2.865 -0.144
C 3.424 -1.136 -8.382
C 2.266 -8.494 1.792
H -0.829 -5.273 4.990
H -5.587 -2.334 2.897
F 2.196 -2.133 1.837
H -9.924 3.384 8.273
H 5.505 -0.648 -9.170
H -7.801 3.599 0.875
C 0.350 -9.701 0.685
H 3.733 0.771 -1.237
H -5.397 0.186 4.756
H 3.232 -3.242 -6.507
C 4.748 0.862 -0.850
H 5.806 4.408 -10.450
C -10.319 2.034 6.530
H 0.857 -7.658 -1.226
H 3.918 1.323 -8.501
H 0.882 -4.487 -0.044
H 1.703 -1.777 8.701
H -8.111 -2.260 3.497
H 0.458 5.821 2.791
C -3.814 -0.906 -1.210
H -10.404 1.152 4.661
H 7.689 0.948 8.243
C 4.916 -1.401 -8.646
P -7.559 0.005 3.939
H 1.607 4.450 -11.210
H 9.170 -1.352 6.853
H -3.016 -1.985 -5.172
H 1.151 4.944 4.107
H -1.644 -2.444 -1.585
H 3.989 -1.421 3.974
N 7.454 -0.626 5.923
H 1.861 4.441 -7.370
H -0.591 5.000 -0.147
F 1.869 -0.447 0.022
H 3.011 -0.740 -9.310
C 2.085 6.284 0.194
H -11.108 2.748 6.291
H 1.289 -5.690 2.039
H -1.596 2.294 4.139
H 5.232 -3.804 0.147
H -0.144 -1.732 4.507
H 4.069 4.595 -10.787
C -0.001 -7.227 1.059
H 1.147 -1.638 5.665
C 8.218 -0.884 7.102
P 3.300 2.642 -6.586
C -9.842 -1.255 2.598
C 3.069 -4.549 -4.783
H -8.804 -0.483 6.078
H -5.070 -2.942 0.110
C -5.100 -3.083 -0.970
C 3.959 1.144 -7.427
H -13.026 -1.959 3.548
F -0.299 -2.123 2.363
H 4.953 6.062 -8.174
C 6.115 -0.822 5.605
H -2.620 -3.134 -0.177
H 0.416 4.453 -1.460
C 0.671 4.810 3.137
C -6.009 3.402 2.224
H 9.218 0.141 8.697
C -12.161 -2.021 2.888
H -5.446 4.274 2.558
H 0.558 -4.694 3.940
H 1.691 1.806 -8.956
H -0.049 -9.955 1.666
H 4.613 -0.365 2.597
C 4.965 8.500 1.707
H 3.163 4.245 -1.317
C -2.867 -0.263 3.650
H 7.710 -1.554 7.796
H 7.127 0.314 2.697
H 3.442 -4.072 0.246
C 2.423 -3.687 -5.928
H 1.759 1.300 -2.359
C -6.749 2.728 3.399
H 3.310 6.273 2.100
H 1.671 -5.036 6.186
H 1.221 6.898 0.450
H 0.027 4.248 -9.119
H 3.730 8.466 -0.076
H -0.035 2.826 4.991
C 3.187 -0.146 -7.270
H 2.561 -4.016 8.304
H -10.487 -2.990 3.747
C -0.564 2.635 4.058
H 2.656 3.194 -9.464
C 3.359 -3.979 -2.453
N 5.830 -0.436 4.364
F -0.712 -0.281 0.603
H -0.203 -5.187 1.564
H 2.281 6.419 -0.870
C -0.638 4.015 3.323
H 5.160 5.951 -10.611
C 1.467 1.584 -4.490
C 1.688 -8.127 -0.700
C -2.519 -3.004 -1.255
H 3.102 -0.526 -6.252
H -3.309 2.454 -1.978
H 1.532 2.892 2.289
C 1.826 3.358 -7.481
H 3.583 5.112 -8.502
H -8.644 2.112 7.971
H -1.878 -2.207 -3.967
H -1.527 -4.090 7.020
H -0.339 2.441 0.854
O -2.957 -0.368 -4.048
H -8.690 3.480 7.056
H 0.228 -0.882 -3.753
H 3.905 -5.070 -5.249
P 1.630 4.523 0.359
H 2.641 -4.739 -2.183
C 2.033 -3.400 7.576
H 4.752 3.856 0.680
H 4.747 0.408 0.141
H 1.885 -4.335 -6.620
H 5.377 -1.275 6.251
C -1.925 2.651 -0.439
C 0.762 3.781 -11.051
O 1.113 -5.416 0.028
H -6.333 4.333 0.300
C 2.941 3.499 -0.555
C 0.485 -0.261 -2.894
H -5.045 -4.114 -1.319
H 6.227 2.347 -0.318
H 2.979 -2.128 -8.312
H 5.394 0.216 -1.444
H -7.710 0.870 6.119
H 3.879 2.655 1.141
H -3.061 0.052 4.675
H 0.980 2.864 -11.598
H 5.049 7.998 2.671
C -8.364 -1.364 2.930
H 5.381 2.678 -1.626
H 1.017 -10.496 0.351
C -6.899 4.113 1.205
C 1.615 3.974 2.189
C 4.557 -0.541 3.671
H 2.716 -2.876 6.907
H -7.692 -1.364 2.072
C 1.646 0.647 -3.225
C -0.307 -4.425 4.547
H -10.898 -1.352 4.401
C -1.170 -3.223 6.464
H 5.052 -2.346 -9.171
As 0.724 -1.251 1.158
H 2.857 8.557 1.476
N 0.144 -3.532 5.707
C 0.669 -2.307 4.950
C -8.492 0.401 5.522
C 2.862 2.259 -4.867
H -7.190 5.074 1.630
C 4.786 -2.924 -3.796
C -3.982 -2.460 -3.226
H 2.294 -5.216 -4.406
H 5.888 -2.119 -1.976
H -2.136 1.586 -0.344
C 1.099 -4.264 6.700
H 5.404 -2.612 -4.625
H 1.338 -2.624 4.149
C -3.661 -1.543 3.310
H 2.300 2.635 -0.733
C -5.891 -0.663 4.283
H 4.507 4.753 -6.140
H -0.167 4.260 -11.362
H 2.547 0.074 -3.444
H -0.951 -3.835 3.895
C 4.190 3.067 0.181
C 4.242 -3.411 -0.086
C 5.187 2.269 -0.634
H 2.628 4.053 2.586
H -0.110 2.567 -9.598
H -5.917 -2.658 -1.554
H -0.811 -7.278 0.331
H -12.297 -1.050 2.412
C -7.506 1.450 2.956
H -2.450 -0.049 -4.800
C 3.390 6.516 1.040
H 5.844 8.265 1.108
H 3.005 3.089 -4.175
C 1.746 2.894 -8.943
C -10.770 -1.965 3.508
H 4.003 0.327 4.029
N 1.107 -8.309 0.739
H 4.206 -2.407 0.336
H 2.173 0.212 -7.449
H 1.842 -8.505 2.796
C 3.699 8.106 0.953
C 8.521 0.342 7.884
C -9.381 2.789 7.539
H -6.957 0.952 2.157
H 2.110 -9.074 -1.038
C 0.542 3.440 -9.638
H -6.059 -1.419 5.050
H -1.131 3.913 2.356
H 0.594 -0.846 -1.981
H 9.041 0.136 4.819
H 5.497 3.330 -5.931
C 0.082 4.199 -0.454
H -0.376 -7.597 2.013
H 5.319 3.149 -8.535
H -2.512 3.164 0.322
H 6.329 4.496 -7.826
H -5.259 -0.745 2.252
H -2.554 -4.031 -1.618
H -2.464 4.000 -2.197
H 0.761 2.373 -4.232
C 0.590 -5.851 1.219
C 5.123 -2.715 -2.452
H -3.265 0.585 3.093
H -1.289 4.665 3.909
H 5.004 0.967 -7.171
H -4.138 -3.517 -3.445
H -2.985 -0.409 -1.714
H -6.008 2.603 4.189
F 0.452 -2.603 0.006
H -4.847 -1.805 -3.335
H 2.741 -9.472 1.715
H 0.884 3.135 -6.981
H 9.008 1.076 7.241
H -8.546 1.677 2.719
H 3.005 -7.694 1.830
C 5.335 4.064 -7.944
C -5.137 -1.371 3.136
N 4.238 -3.376 -1.579
C -2.350 2.963 -1.880
H -7.477 3.468 3.730
H 0.498 -4.757 7.465
H 0.009 1.921 3.466
C 4.711 3.763 -6.550
C 7.032 -0.009 3.723
H -3.553 -2.414 3.956
H 5.049 9.574 1.869
O 1.226 -2.562 8.423
H -1.949 -2.971 5.744
H -0.532 -9.531 0.068
H -9.196 2.330 4.740
C 7.998 -0.137 4.758
H 2.521 -7.424 -0.705
H -1.796 -0.383 3.490
H 1.048 1.112 -5.378
H 1.767 -2.921 -5.515
H 3.734 1.693 -4.540
H -0.338 0.449 -2.817
C -2.880 -1.802 -4.106
H -0.855 -2.425 7.137
H -3.353 -1.899 2.326
F 0.938 0.048 2.386
H -5.279 2.796 1.687
C 4.907 4.972 -10.202
H 0.236 2.126 -0.567
C -9.594 1.489 5.308
H -12.408 -2.864 2.241
C 4.654 5.153 -8.697
H -4.730 -0.344 -1.391
N -3.860 -2.373 -1.656
H -10.112 -0.207 2.465
H 4.229 5.969 0.608
H 5.519 -1.573 -7.754
H -10.775 1.133 6.942
N 3.643 -3.748 -3.767
H -1.622 2.658 -2.631
*
```

***

The following is a quantum chemistry calculation of 3 unconnected molecules or ions with the total composition C23H50FN3O8P2S3, from OMol25.

Properties
HOMO-LUMO gap: 9.00 eV
structure (SMILES): CCCC[C@]1(CN)OS(=O)(=O)[C@@H](CCCN)[C@@](CCCF)([PH2]=N)[C@H]1[PH2]=O.O=S1(=O)CCCC1.O=S1(=O)CCCC1

ORCA input file:
```
! wB97M-V def2-TZVPD RIJCOSX def2/J DEFGRID3
* xyz 0 1
H -4.748 2.872 0.428
H 1.286 6.164 -1.312
H -5.313 4.589 -0.789
H -0.809 -1.633 -0.299
H -1.358 0.470 -2.622
S 0.235 -6.862 -1.652
O -0.226 -6.817 -3.018
P 1.536 -1.413 -0.271
O 1.375 6.893 1.305
O -0.678 -7.091 -0.561
C 1.213 -5.392 -1.324
H -6.391 3.785 -1.680
H 4.665 6.232 1.496
H -3.974 -4.005 4.251
O -1.482 -0.039 2.128
C 2.028 1.020 -2.741
C -2.880 1.754 -0.914
H 1.553 1.668 0.165
H -1.574 -2.702 1.474
H 2.717 8.158 -1.212
O 2.542 4.666 1.245
H -6.217 2.114 -0.233
H -2.816 -4.355 3.013
H -0.816 -3.554 3.811
H -3.009 -1.444 3.682
H 3.481 7.169 -2.457
H 1.429 -8.836 -2.255
H 2.387 1.011 -1.715
H -0.129 -0.688 -2.395
N -0.108 3.390 -0.403
H -0.747 3.317 -1.188
H 2.449 -0.425 0.143
C 3.984 6.862 0.930
H 0.799 -4.873 -0.465
H 2.713 5.095 -1.359
C -0.642 0.493 -0.602
H 5.090 7.994 -0.566
H -4.560 1.627 -2.251
N -5.441 3.745 -1.333
H -2.723 2.574 -0.228
O -3.561 -1.110 1.164
C 3.225 7.209 -1.400
H -2.514 -0.319 -1.067
F 2.722 2.026 -3.398
C 0.551 1.266 -2.890
H 2.892 -6.982 -2.909
O -3.480 1.194 1.716
H 0.346 1.115 -3.944
C 4.469 7.101 -0.507
C 1.589 -8.028 -1.545
O 1.877 -2.742 0.252
H 0.374 2.319 -2.709
H -4.167 -3.206 2.703
H -2.430 2.034 -1.859
H -0.535 -1.892 4.200
C 2.830 -7.189 -1.839
H 1.606 -8.419 -0.529
H 2.780 -6.060 0.003
H 3.740 -7.709 -1.544
C -5.255 2.555 -0.468
H 0.416 0.109 3.363
C -0.399 -0.903 1.677
C -2.185 0.494 -0.430
H 0.090 -2.984 1.851
H -4.643 0.534 -0.856
H 1.653 -1.471 -1.669
S 2.399 6.025 0.785
H 5.079 6.256 -0.835
H 2.571 -1.507 2.559
C -0.745 -2.337 2.072
H -0.188 1.946 1.546
C -0.404 0.326 -2.139
C -2.579 -2.399 3.933
C -0.170 -0.865 0.131
H 3.816 7.797 1.461
H 3.370 -5.124 -1.361
C 2.643 -5.877 -1.064
H 1.157 -4.755 -2.204
S -2.778 0.072 1.217
C -1.109 -2.544 3.554
H 1.806 -1.412 4.019
C 0.824 -0.433 2.524
C 2.320 6.046 -1.000
P 0.170 1.955 0.187
C -4.386 1.535 -1.191
C -3.442 -3.568 3.418
H 2.317 0.089 -3.220
H -2.614 -2.462 5.016
N 1.675 -1.520 3.024
H 1.436 0.278 1.976
*
```

***

The following is a quantum chemistry calculation of 2 unconnected molecules or ions with the total composition CH8N6, from OMol25.

Properties
HOMO-LUMO gap (alpha / beta): 8.43 / 8.44 eV

ORCA input file:
```
! wB97M-V def2-TZVPD RIJCOSX def2/J DEFGRID3
* xyz 0 1
N 0.163 -0.173 -0.461
N -2.460 -0.189 0.721
H 0.684 1.110 1.673
H -2.001 -1.750 -1.023
N -1.301 -0.874 0.627
C 1.192 0.506 -0.188
H 1.926 2.023 0.979
H -2.913 0.069 -0.157
N 2.221 0.718 -1.124
H 3.152 0.645 -0.735
H -0.427 -1.990 -0.594
H -2.404 0.556 1.400
N -1.403 -1.926 -0.210
H 2.102 0.148 -1.947
N 1.467 1.126 1.039
*
```

***

The following is a quantum chemistry calculation of 4 unconnected molecules or ions with the total composition C35H46F4N5O2S, from OMol25.

Properties
HOMO-LUMO gap: 6.42 eV

ORCA input file:
```
! wB97M-V def2-TZVPD RIJCOSX def2/J DEFGRID3
* xyz 1 1
N -4.216 3.849 -1.935
H 5.049 1.584 2.383
C -6.325 6.425 -0.049
C 0.635 -2.013 0.031
C 7.772 -2.445 5.399
C -3.944 0.140 4.480
O -4.805 1.849 -2.791
H 7.252 -3.151 2.129
H 0.795 -0.584 -2.311
N 1.772 -1.362 -6.038
F 3.544 -2.017 -3.245
C -4.215 -0.676 3.390
C 1.758 -1.154 -4.729
H -4.472 3.658 -4.029
H 2.684 -1.437 -6.494
H 5.694 -0.112 1.967
H -4.826 -3.206 -1.994
C -4.497 3.179 -3.036
H -10.040 5.358 -0.046
C -5.049 -1.014 -1.837
N 1.058 -1.940 -3.792
C 3.482 -0.039 -1.604
H 3.688 1.011 -1.926
C 9.583 -1.605 4.052
H 1.186 -2.952 -3.893
S -4.865 0.273 -0.509
H -0.878 -0.766 -1.094
C -4.640 1.804 -1.417
H -5.946 4.590 -1.096
H -8.326 3.903 -1.111
C -8.996 5.648 -0.058
C -3.426 -1.788 3.166
H -2.669 0.480 6.173
H 2.727 -0.008 -0.772
H 2.431 -2.779 -0.970
N -4.307 2.973 -0.884
H -1.491 -3.648 -0.439
F -3.691 -2.585 2.108
H 7.292 -2.586 6.359
C 3.374 0.728 -4.618
N 2.399 -0.170 -3.959
C -1.908 -2.604 -0.436
C 4.800 -0.659 -0.993
H -2.546 -1.409 -2.231
H 3.247 1.739 -4.150
H 0.936 -3.557 -1.573
H -6.156 -1.170 -1.943
H -1.773 -2.984 3.802
C -2.801 -2.379 -1.728
H -2.543 -3.200 -2.449
C 8.990 -1.785 5.297
H -1.264 -1.511 5.741
C -2.094 -1.279 5.085
C -6.699 5.224 -0.640
C -8.034 4.837 -0.647
H -4.560 1.010 4.670
C 5.379 1.284 0.239
C 5.014 0.720 1.674
H 4.559 1.947 -0.138
O 5.814 0.283 -0.686
C -2.882 -0.161 5.325
C -0.815 -1.481 -0.237
H 6.263 1.959 0.399
C 7.168 -2.927 4.253
H -5.033 -0.454 2.716
C 7.748 -2.759 3.009
C 1.424 -1.513 -2.401
H 4.513 -1.264 -0.085
H -1.107 -0.886 0.673
H 10.531 -1.087 3.973
H 4.427 0.365 -4.598
H 0.610 -2.765 0.860
H -4.692 -0.666 -2.835
C 1.363 -2.573 -1.263
H 0.959 -1.522 -6.626
H 3.955 0.351 1.601
H 9.420 -1.946 1.937
C -8.611 6.842 0.522
C 2.835 -0.879 -2.741
H 1.250 -1.131 0.358
H -5.284 6.725 -0.040
H 9.478 -1.410 6.189
H -7.015 8.186 0.990
H -4.570 -2.571 -0.344
C 8.961 -2.090 2.908
C -2.370 -2.103 4.001
F -9.541 7.631 1.087
C -4.358 -2.361 -1.425
C -7.287 7.243 0.531
H 3.099 0.871 -5.696
H -2.601 -2.572 0.447
F 5.991 -3.571 4.349
H 5.265 -1.404 -1.693
*
```

***

The following is a quantum chemistry calculation of a single C4H10N2O molecule, from OMol25.

Properties
HOMO-LUMO gap: 9.09 eV
structure (SMILES): CN[C@H](C)C(N)=O

ORCA input file:
```
! wB97M-V def2-TZVPD RIJCOSX def2/J DEFGRID3
* xyz 0 1
C -1.088 -0.795 -1.250
C 0.828 0.721 -0.587
H -1.323 -0.093 1.772
N 1.023 2.088 -0.534
H 1.008 -1.612 0.793
C 0.430 -1.156 1.592
O 1.630 0.033 -1.176
H -0.081 -1.955 2.133
H 1.901 2.400 -0.909
H -2.164 -0.930 -1.178
N -0.595 -0.236 1.102
H 0.537 2.743 0.051
H -1.214 1.176 -0.325
H 1.142 -0.607 2.220
C -0.605 0.276 -0.266
H -0.538 -1.729 -1.214
H -0.890 -0.324 -2.226
*
```

***

Ordered maximum force results: 0.09971 0.03933 0.02575 0.09464 0.04784; unit hartree/bohr.